## A
Density functional theory data (wB97M-V/def2-TZVPD) for a 2-piece molecular cluster, C10H16 overall.

Summary:
**HOMO-LUMO gap**: 10.01 eV

Geometry as ORCA input:
```
! wB97M-V def2-TZVPD RIJCOSX def2/J DEFGRID3
* xyz 0 1
C -0.3753 -2.5466 -0.1874
C 2.0234 1.1665 -1.3200
C -1.6049 0.8989 1.2199
C -0.6072 -1.2656 0.5692
C 0.9018 0.5736 -2.2276
C -0.6572 0.9579 2.3003
C 0.1734 -1.2304 1.7767
C -1.5492 -0.2817 0.4535
C 0.2142 -0.0625 2.5779
C 0.6201 1.5295 -3.3851
H 3.0407 0.9390 -1.8246
H -0.5942 1.8453 2.8453
H -1.1488 -3.2540 -0.2661
H 1.0004 1.0964 -4.3054
H 1.0326 -0.4103 -2.7781
H 0.4155 -3.1464 0.4254
H 1.8853 2.2854 -1.1731
H -2.3542 -0.3886 -0.3693
H -0.0376 -2.3235 -1.2010
H 2.0218 0.7667 -0.3091
H 0.8425 -1.9740 2.0392
H 1.1617 2.4737 -3.1001
H -0.4822 1.6360 -3.4502
H -2.4119 1.4333 0.9201
H 0.7206 0.1335 3.3723
H 0.0735 0.4490 -1.4894
*
```

## B
Density functional theory data (wB97M-V/def2-TZVPD) for a 2-piece molecular cluster, C10H16 overall.

Summary:
**HOMO-LUMO gap**: 9.94 eV

Geometry as ORCA input:
```
! wB97M-V def2-TZVPD RIJCOSX def2/J DEFGRID3
* xyz 0 1
C -2.0076 -3.1397 0.5465
C 3.4819 1.3081 0.2043
C -1.2790 -0.8692 -0.0281
C -2.8295 -2.0878 -1.4111
C -3.0123 -3.0641 -0.4258
C -1.2222 -1.9568 0.7542
C -0.4046 0.3848 0.3644
C -0.7758 1.4657 -0.6231
C -2.0467 -1.0203 -1.1717
C 3.6633 2.6513 0.9690
H -0.5692 -1.9604 1.6847
H 2.3545 1.4724 -0.3045
H -3.8009 -3.7709 -0.4646
H 0.6950 0.2504 0.4360
H -0.0839 2.3504 -0.9300
H -1.1362 1.1381 -1.6826
H -2.1949 -0.1435 -1.8290
H -0.6892 0.6332 1.4016
H 2.7296 3.0224 1.3963
H 4.3465 2.5158 1.8149
H 3.3361 0.4632 0.7979
H -2.0399 -3.9017 1.2041
H 4.0952 1.0645 -0.5845
H -3.1709 -2.3032 -2.4580
H -1.4998 2.1157 -0.0892
H 4.0605 3.3816 0.4283
*
```

Stability check: which of them is most stable? A.